1.
ORCA calculation (ωB97M-V with the def2-TZVPD basis set) on one molecule with the formula C5H8O.

The geometry in XYZ format:
```
14
Properties=species:S:1:pos:R:3:forces:R:3
C -0.95406 0.11254 -1.34117 0.012 0.097 -0.173
C -0.50667 -0.81510 -0.21539 -0.164 0.085 -0.074
O 0.90170 -1.00717 -0.33027 0.058 -0.087 -0.073
C 1.51247 0.07999 0.33836 0.144 0.194 0.060
C 0.52351 0.44607 1.41587 -0.169 0.017 0.001
C -0.65701 -0.06786 1.09218 0.164 -0.013 0.122
H -0.35691 1.02722 -1.23549 -0.327 -0.034 -0.126
H -0.72751 -0.30465 -2.32263 -0.132 -0.129 0.036
H -2.01578 0.37255 -1.28161 0.147 -0.063 0.002
H -0.98217 -1.80689 -0.24233 0.082 0.331 -0.023
H 2.51107 -0.22227 0.66129 -0.137 0.008 0.086
H 1.61659 0.95342 -0.33777 0.179 -0.247 0.135
H 0.75108 1.11725 2.23337 -0.061 -0.047 -0.022
H -1.61631 0.11489 1.56557 0.204 -0.112 0.049
```
Positions in Å, forces in eV/Å.

Values from the calculation:
Energy relative to the best compared isomer or geometry (same formula, charge and spin) (kcal per mole): 27.0
Charge: 0
Calculated total energy (a.u.): -270.514808
Structure (SMILES): C[C@@H]1C=CCO1
Gap between HOMO and LUMO (eV): 10.36
Lowest unoccupied orbital energy (eV): 1.1
Largest force on an atom (eV/Å): 0.35

2.
ORCA calculation (ωB97M-V with the def2-TZVPD basis set) on a 11-piece molecular cluster, C37H70N4O7 overall in a non-equilibrium geometry.

The geometry in XYZ format:
```
118
Properties=species:S:1:pos:R:3:forces:R:3
C 0.04411 -2.52837 -7.55040 0.640 0.316 -0.354
C -1.01214 -1.98131 -6.62198 0.297 -0.320 -0.306
O -1.79341 -2.76254 -6.11221 0.316 0.530 0.122
C -1.16490 -0.49300 -6.49810 -0.323 0.016 1.440
H -0.11229 -3.56928 -7.55975 -0.261 -1.412 -0.183
H 1.12482 -2.41843 -7.33806 -0.676 0.680 0.268
H -0.15103 -2.15917 -8.56240 0.138 0.136 0.082
H -0.28285 0.01268 -6.06370 -0.117 -0.433 -0.581
H -1.94940 -0.39438 -5.72681 -0.026 0.434 -0.680
H -1.43404 -0.06398 -7.46809 -0.017 0.049 0.242
C -1.21171 4.76105 -0.40040 -0.486 -1.556 0.201
C -0.01416 4.52525 -1.26385 0.043 -0.081 -0.624
O 1.00426 4.07064 -0.79736 0.249 -0.189 -0.031
C -0.08266 4.95625 -2.72659 -1.538 -0.576 1.319
H -1.16273 4.08513 0.49043 0.017 0.803 -0.572
H -2.14833 4.55166 -0.93775 0.252 0.196 0.069
H -1.17250 5.79824 -0.13863 -0.204 0.691 0.465
H -0.78658 4.33573 -3.29458 0.427 -0.335 0.097
H 0.89936 4.97875 -3.09298 1.150 0.013 -0.860
H -0.57318 5.90709 -2.76058 0.001 0.943 -0.057
C 1.87270 2.14076 -3.96593 -0.595 0.614 0.529
C 2.42223 1.07757 -4.82915 0.288 0.029 0.272
O 1.77478 0.09539 -5.06301 -0.502 -1.153 -0.613
C 3.84844 1.21921 -5.28174 0.943 -0.639 1.182
H 2.49794 3.00133 -4.06122 0.187 0.797 0.312
H 1.86359 1.79948 -2.93096 0.334 -0.028 0.134
H 0.83080 2.41115 -4.15604 0.113 -0.238 -0.380
H 4.28709 2.15724 -4.95720 -0.113 0.321 -0.352
H 3.94937 1.06683 -6.35219 0.115 -0.168 0.023
H 4.44825 0.47704 -4.67043 -0.693 0.401 -0.968
C -2.28533 -4.71236 1.51394 -0.340 -0.723 1.166
C -2.76400 -3.33167 1.40203 0.598 1.096 0.697
O -3.78028 -3.05166 0.82466 -0.355 0.539 -0.291
C -1.90468 -2.27123 2.13772 0.164 -0.257 -0.186
H -1.61246 -4.76345 2.38732 -0.252 -0.455 -0.427
H -1.70507 -4.77149 0.61950 0.624 -0.754 -0.603
H -3.12575 -5.44285 1.55218 0.776 0.504 -0.132
H -0.80491 -2.44308 2.23411 -0.903 -0.395 -0.534
H -2.27804 -2.38639 3.17342 -0.059 0.790 -0.285
H -2.02837 -1.28583 1.65513 -0.306 -0.300 0.699
C 4.40410 -1.56819 -0.21186 0.932 -1.038 -0.348
C 4.86935 -1.15151 -1.59740 -1.883 1.629 1.210
O 4.52570 -0.08098 -2.06754 0.261 -0.334 0.060
C 5.64954 -2.11851 -2.32827 1.156 -1.650 -0.155
H 4.20646 -0.74996 0.43208 0.269 0.967 0.594
H 5.14918 -2.28409 0.21401 -0.748 0.531 -0.042
H 3.43352 -2.04825 -0.28400 -0.097 -0.472 -0.247
H 6.68795 -2.09443 -1.94786 -0.415 -0.341 0.126
H 5.72927 -1.80685 -3.34456 -0.170 -0.101 -0.899
H 5.20720 -3.14267 -2.19327 0.638 0.847 -0.277
C -1.25592 5.28385 3.77173 0.386 1.785 0.105
C -2.65004 4.83747 4.07416 -0.302 0.060 1.049
O -2.98211 4.85295 5.24352 -0.339 -0.148 -0.349
C -3.62011 4.40797 3.00109 0.713 0.282 -0.497
H -0.79805 5.57042 4.71369 0.070 -0.366 0.226
H -1.22374 6.23941 3.21906 -0.469 -0.323 -0.195
H -0.59621 4.64153 3.24166 0.223 -0.996 -0.529
H -3.60391 3.31913 2.99171 -0.266 -0.069 0.078
H -3.23037 4.72652 2.02924 -0.217 -0.013 -0.027
H -4.62201 4.81641 3.16217 0.231 -0.235 0.141
C 1.27526 -3.44569 -2.04312 1.545 -0.303 -1.721
C 0.02921 -3.26583 -1.34084 -1.255 -0.455 -0.600
O 0.00454 -3.32926 -0.14808 -0.341 0.267 2.096
C -1.24673 -3.16460 -2.18111 1.892 -0.949 -0.130
H 2.18935 -3.41323 -1.47554 0.014 0.169 0.687
H 1.35605 -2.73291 -2.84760 0.072 0.300 -0.537
H 1.26851 -4.43005 -2.51470 -0.167 -0.071 -0.173
H -1.29972 -2.13841 -2.52784 -0.356 -0.041 -0.506
H -2.04141 -3.43589 -1.53554 -1.053 0.075 0.465
H -1.14878 -3.94191 -2.98317 -0.289 1.107 0.268
C 4.09619 -4.11278 3.30450 -0.113 -0.898 -0.300
C 2.79933 -3.97239 4.08393 0.428 1.637 -1.337
C 1.90007 -3.00746 3.25114 -0.873 0.230 0.412
C 2.42085 -1.64561 3.07512 -0.108 -1.715 0.530
N 2.87577 -0.61162 2.94769 0.564 1.399 -0.234
H 4.57202 -3.15766 3.06384 -0.161 -0.127 0.105
H 3.93399 -4.69573 2.39354 -0.098 0.345 -0.222
H 4.77541 -4.72697 3.85608 0.735 -0.183 0.510
H 3.05227 -3.60034 5.06522 -0.337 0.460 0.328
H 2.27100 -4.88976 4.22046 -0.264 -0.728 -0.095
H 0.91048 -2.86159 3.73529 0.404 -0.379 -0.401
H 1.75146 -3.36159 2.21028 -0.126 -0.235 0.622
C -5.81961 0.00307 -0.36647 -0.850 0.484 0.891
C -4.83367 0.47704 0.71810 1.802 -0.863 -1.981
C -4.14311 1.81209 0.38052 -0.297 -0.211 0.608
C -3.63620 1.87054 -0.98749 0.097 0.206 -0.307
N -3.29450 1.96541 -2.08377 0.015 -0.067 0.403
H -6.70270 0.68679 -0.46157 0.573 -0.550 0.272
H -6.15906 -0.98771 -0.01653 -0.039 0.331 -0.711
H -5.37630 -0.01643 -1.37234 0.101 -0.336 0.473
H -4.02437 -0.30098 0.75697 -0.584 0.565 -0.079
H -5.18684 0.50072 1.71831 -0.854 0.217 0.767
H -3.34966 1.97367 1.11122 0.258 0.082 -0.276
H -4.83443 2.64202 0.50889 -0.183 0.152 -0.119
C 0.15700 2.18565 5.57462 -0.155 1.414 0.226
C 0.71829 0.93687 4.95381 0.145 0.047 0.242
C -0.34287 -0.15842 4.99228 -0.453 -0.004 -0.546
C -0.69703 -0.47576 6.38254 0.343 -0.333 -1.136
N -0.90086 -0.75900 7.46950 -0.232 -0.122 0.809
H -0.80065 2.41166 5.08985 0.091 0.164 0.225
H 0.77271 3.10605 5.54492 0.035 -0.598 -0.620
H 0.00114 2.11092 6.64605 -0.346 -0.522 0.183
H 1.60783 0.60835 5.50035 0.064 -0.017 -0.383
H 0.92887 1.09256 3.89711 0.435 0.037 0.250
H 0.03162 -1.05178 4.43267 -0.553 0.532 0.666
H -1.25357 0.24268 4.47805 0.642 -0.534 0.308
C -0.43031 0.36100 -0.81520 0.392 -0.263 -0.149
C 0.67381 0.07300 0.22967 -0.248 -0.594 0.949
C 0.99755 1.29126 1.10858 -1.651 0.764 0.047
C -0.25967 1.61998 1.92395 0.957 0.108 -1.307
N -1.28723 1.88265 2.37443 0.308 -0.133 0.104
H -0.88889 1.33202 -0.58105 -0.258 -0.473 -0.116
H -1.17386 -0.45689 -0.86327 0.134 0.601 0.275
H -0.05006 0.44849 -1.84404 0.149 0.040 0.320
H 1.62382 -0.29046 -0.17057 -0.171 0.094 -0.313
H 0.35100 -0.71512 0.95571 0.106 0.345 -0.762
H 1.22698 2.17851 0.48485 -0.125 -0.313 0.470
H 1.80294 1.09257 1.79203 0.358 -0.051 0.230
```
Positions in Å, forces in eV/Å.

Values from the calculation:
Energy relative to the best compared isomer or geometry (same formula, charge and spin) (kcal per mole): 27.8
Charge: 0
Calculated total energy (a.u.): -2197.428905
Structure (SMILES): CC(C)=O.CC(C)=O.CC(C)=O.CC(C)=O.CC(C)=O.CC(C)=O.CC(C)=O.CCCC#N.CCCC#N.CCCC#N.CCCC#N
Gap between HOMO and LUMO (eV): 9.76
Lowest unoccupied orbital energy (eV): 0.3
Largest force on an atom (eV/Å): 2.81

3.
ORCA calculation (ωB97M-V with the def2-TZVPD basis set) on C31H42ClEuIN4O2S2 as an isolated structure in a non-equilibrium geometry.

The geometry in XYZ format:
```
84
Properties=species:S:1:pos:R:3:forces:R:3
C 3.03814 1.06323 4.50486 1.567 0.123 -1.526
C 3.54813 2.30194 3.55566 0.863 0.192 0.172
C 3.15713 2.10105 1.94160 0.877 1.081 0.354
C 4.57135 1.76361 1.18384 0.808 0.322 1.142
N 4.57217 1.97444 -0.31054 -1.932 -1.569 0.110
C 3.52975 1.15486 -1.03486 -1.296 -2.000 -1.377
C 3.74843 -0.50140 -0.98587 -3.848 1.086 -2.285
N 4.89647 -1.19423 -0.28438 3.617 2.574 -6.160
C 5.99031 -0.98946 -1.11083 0.846 -0.413 3.323
S 7.62164 -0.78496 -1.65684 -6.150 -0.731 1.654
C 2.64939 -1.44840 -1.74797 -1.274 3.277 -0.612
C 1.38408 -0.83257 -2.58748 2.992 2.933 2.307
C 1.21591 0.83057 -2.65259 1.648 -1.471 0.842
C -0.10126 1.34900 -3.51908 0.292 -1.188 0.186
C -1.38440 1.25440 -2.50316 -0.544 -0.197 0.052
C -2.44723 2.49832 -2.60316 -1.110 -1.066 0.576
C -3.33237 2.45084 -1.18466 -0.015 -1.415 -0.847
O -4.51918 3.31936 -1.21077 2.703 0.068 1.403
C -4.42082 4.42636 -0.24744 -0.924 0.998 -0.011
C 2.26819 1.86947 -1.87039 0.252 -4.060 0.084
C 2.03484 3.48707 -1.99249 1.075 -0.664 -2.243
I 0.74741 4.31283 -0.36697 0.440 -0.675 -0.852
C 3.43804 4.36072 -2.18284 0.508 0.428 0.709
C 3.88228 5.16044 -0.82083 1.257 0.590 -0.522
N 0.40571 -1.72173 -3.32208 1.673 -1.357 2.091
C -0.08362 -2.88366 -2.48768 -2.950 -2.140 1.282
C 0.93573 -3.86072 -1.59053 -2.121 0.667 -0.356
C 0.37481 -5.11066 -0.69067 -3.632 1.598 -1.976
C -1.26469 -5.41699 -0.69611 2.913 2.449 -1.587
C -2.32765 -4.51944 -1.60198 2.591 0.201 0.305
C -3.93736 -4.90217 -1.58389 -0.105 0.383 0.384
C -4.47572 -5.27845 -0.04601 -0.509 0.998 -0.441
C -4.70061 -3.88369 0.83895 0.301 -0.202 0.916
C -3.47652 -3.66558 1.95278 -0.117 -0.870 -0.280
N -4.07240 -3.07441 3.24652 2.630 0.485 0.794
C -2.88866 -2.55568 4.08320 4.725 -3.094 0.518
C -2.96409 -1.06273 4.80859 -0.653 -1.279 0.135
O -1.75376 -3.29656 4.20281 -6.791 4.787 -0.752
C -1.70613 -3.24563 -2.48877 2.501 -1.236 1.443
Cl -2.98563 -2.29081 -3.48318 2.672 -1.674 1.755
S 2.77554 -3.35492 -1.70425 -3.263 1.323 0.716
H 3.52881 1.24944 5.57732 2.930 -3.291 -6.251
H 3.39863 0.02321 4.10433 -0.955 1.976 0.778
H 1.88265 1.16124 4.66069 1.436 -0.801 -0.661
H 3.14327 3.34629 3.94281 0.517 -2.012 -0.644
H 4.73144 2.36102 3.70275 -2.554 -0.238 -0.433
H 2.82713 3.17610 1.57897 0.212 -2.476 0.609
H 2.32658 1.28325 1.83787 1.561 1.685 -0.055
H 5.37215 2.53079 1.62630 -1.709 -1.566 -1.045
H 4.91454 0.70515 1.54465 -0.567 1.602 -0.845
H 5.52038 1.88909 -0.73665 -1.093 -0.085 0.609
H 0.04975 2.38466 -4.04060 -0.189 -1.870 1.365
H -0.32155 0.57437 -4.40061 0.834 1.696 2.000
H -1.98410 0.27445 -2.78997 1.322 2.003 0.664
H -1.02116 1.08582 -1.38753 -0.620 0.586 -2.240
H -3.23369 2.19260 -3.44742 1.826 1.100 1.688
H -1.97221 3.54761 -2.80913 -0.850 -2.061 0.441
H -3.74445 1.33276 -1.11197 0.873 2.275 -0.167
H -2.63545 2.59056 -0.25105 -1.320 0.125 -1.714
H -3.35435 4.59741 0.20381 -1.895 -0.598 -0.879
H -5.21478 4.21436 0.61653 1.806 0.675 -1.797
H -4.69769 5.41452 -0.84620 0.419 -2.079 1.477
H 1.41126 3.71389 -2.98504 1.182 -0.883 2.445
H 3.30944 5.16634 -3.04344 0.039 -1.837 1.836
H 4.34933 3.67004 -2.48958 -2.219 1.188 0.576
H 3.78239 4.52286 0.15556 0.010 1.243 -2.011
H 5.04438 5.40362 -0.93548 -2.485 -0.477 0.252
H 3.34414 6.20800 -0.73166 0.942 -2.350 -0.049
H 0.95148 -2.12813 -4.12467 -0.847 0.422 0.713
H 1.12906 -5.73924 -0.05386 -1.706 1.316 -1.390
H -1.62878 -6.31303 -0.01525 0.755 2.159 -1.699
H -4.63356 -4.00063 -1.92715 1.979 -1.761 0.551
H -4.16430 -5.77505 -2.35549 0.856 1.668 1.671
H -5.55381 -5.74883 -0.20094 2.534 0.680 0.374
H -3.73096 -5.98824 0.52058 -1.766 1.245 -1.182
H -4.78874 -2.93457 0.15497 0.233 -1.887 1.249
H -5.70977 -3.93340 1.46439 2.161 -0.076 -1.428
H -2.98422 -4.68597 2.28278 -0.836 1.905 -1.178
H -2.63073 -2.96447 1.52263 -1.795 -1.343 1.012
H -4.47839 -3.86724 3.80912 0.470 1.029 -0.741
H -2.64528 -1.22405 5.94103 -0.524 0.372 -2.528
H -4.08307 -0.69892 4.79122 2.401 -0.588 -0.121
H -2.23935 -0.31871 4.25466 -1.533 -1.577 1.068
Eu 2.49023 1.89737 6.64023 -4.352 3.646 6.256
```
Positions in Å, forces in eV/Å.

Values from the calculation:
Charge: +3
⟨S²⟩: 12.0981
Calculated total energy (a.u.): -3838.309201
Gap between HOMO and LUMO (alpha / beta) (eV): 3.01 / 3.18
2S+1: 7
Lowest unoccupied orbital energy (alpha / beta) (eV): -11.1 / -11.0
Largest force on an atom (eV/Å): 8.45

4.
ORCA calculation (ωB97M-V with the def2-TZVPD basis set) on an isolated ion of composition C5H13N2O and charge -1 in a non-equilibrium geometry.

The geometry in XYZ format:
```
21
Properties=species:S:1:pos:R:3:forces:R:3
C -0.05414 1.34221 0.92425 0.221 -0.103 0.207
N 0.50050 2.48577 0.23137 -0.339 -0.018 -0.396
C -0.35991 0.18788 -0.03273 0.748 -0.470 -0.741
C 0.62091 -1.03923 0.11396 -0.215 1.416 -0.041
C 2.07833 -0.67295 0.34974 0.589 0.285 -0.099
N -1.75669 -0.20508 -0.04675 0.146 -1.193 0.230
C -2.10333 -1.22625 -1.26340 -0.320 2.425 0.468
O -1.76732 -2.44515 -1.08586 0.219 -1.080 0.066
H 0.64869 0.97105 1.67493 -0.141 0.061 0.414
H -0.96362 1.64506 1.42812 -0.228 0.044 0.026
H 0.33304 3.42030 0.54672 0.225 -0.056 0.162
H 1.30481 2.31062 -0.33840 0.168 0.234 0.054
H -0.12447 0.57717 -1.03142 -0.208 0.184 -0.054
H 0.21574 -1.66573 0.89805 0.083 -0.434 0.068
H 0.55727 -1.51387 -0.85169 -0.282 -0.798 0.079
H 2.67430 -1.48522 0.76610 -0.068 -0.209 -0.023
H 2.58689 -0.36387 -0.56663 -0.106 -0.165 -0.288
H 2.24649 0.17865 1.00195 -0.178 0.097 0.411
H -1.82423 -0.92468 0.68925 -0.262 0.484 0.029
H -1.62816 -0.62859 -2.08592 0.185 -0.209 -0.375
H -3.18508 -0.94810 -1.32165 -0.237 -0.494 -0.197
```
Positions in Å, forces in eV/Å.

Values from the calculation:
Energy relative to the best compared isomer or geometry (same formula, charge and spin) (kcal per mole): 28.1
Charge: -1
Calculated total energy (a.u.): -383.019102
Structure (SMILES): CC[C@H](CN)NC[O-]
Gap between HOMO and LUMO (eV): 6.46
Lowest unoccupied orbital energy (eV): 3.8
Largest force on an atom (eV/Å): 2.49

5.
ORCA calculation (ωB97M-V with the def2-TZVPD basis set) on a 2-piece molecular cluster, CH5NP2 overall in a non-equilibrium geometry.

The geometry in XYZ format:
```
9
Properties=species:S:1:pos:R:3:forces:R:3
C 1.71259 -1.19324 -0.25919 -3.121 3.052 3.342
N -1.95596 -0.76720 -0.23209 2.714 -2.705 -0.195
P -0.82959 -1.81971 -0.23205 1.390 0.749 -0.225
P -2.54618 0.66821 0.19188 -1.583 1.344 1.041
H 1.96142 -2.15490 -0.41364 1.106 -3.198 -0.406
H 1.90112 -0.52696 -1.04203 0.205 0.845 -1.239
H 2.01420 -0.72554 0.75835 -0.628 -1.078 -1.738
H -2.22578 1.50828 -0.87741 -0.007 0.109 -0.493
H -3.86397 0.28758 -0.18558 -0.075 0.882 -0.087
```
Positions in Å, forces in eV/Å.

Values from the calculation:
Energy relative to the best compared isomer or geometry (same formula, charge and spin) (kcal per mole): 52.4
Charge: 0
Calculated total energy (a.u.): -778.430311
Gap between HOMO and LUMO (eV): 7.01
Lowest unoccupied orbital energy (eV): -0.7
Largest force on an atom (eV/Å): 5.50